The following is a DFT calculation (wB97M-V/def2-TZVPD) of 15 unconnected molecules or ions with the total composition C57H96F2N4O18S2 in a non-equilibrium geometry.

The value obtained for the gap between HOMO and LUMO is 0.26121 hartree. Its total charge is 0. For the lowest unoccupied orbital energy, the calculation gives -0.3 eV.

Element x y z (Å)
C (0.762, 2.140, 0.033)
C (0.348, 0.642, -0.083)
C (0.981, -0.409, 0.929)
O (0.418, -1.669, 0.802)
C (0.821, -2.554, 1.821)
N (-1.084, 0.585, 0.189)
H (-1.633, 0.862, -0.612)
H (-1.381, -0.343, 0.457)
H (-1.261, 1.206, 0.965)
H (0.728, 2.507, 1.059)
H (0.205, 2.765, -0.665)
H (1.802, 2.327, -0.234)
H (0.551, 0.236, -1.074)
H (0.661, 0.043, 1.868)
H (2.070, -0.370, 0.953)
H (0.864, -2.029, 2.775)
H (1.825, -2.954, 1.679)
H (0.074, -3.344, 1.900)
C (-0.217, 7.142, -0.734)
C (-0.796, 5.772, -0.219)
C (-0.654, 5.427, 1.239)
O (-1.552, 4.461, 1.754)
C (-1.286, 4.130, 3.162)
N (-2.276, 5.794, -0.643)
H (-2.493, 5.914, -1.622)
H (-2.655, 4.893, -0.385)
H (-2.857, 6.478, -0.181)
H (0.797, 7.287, -0.361)
H (-0.878, 8.003, -0.638)
H (-0.081, 7.117, -1.815)
H (-0.434, 4.858, -0.689)
H (-0.842, 6.287, 1.882)
H (0.346, 5.035, 1.426)
H (-0.235, 3.949, 3.388)
H (-1.847, 3.239, 3.445)
H (-1.719, 4.937, 3.753)
C (-3.371, -1.651, -2.892)
C (-3.259, -1.296, -4.387)
C (-3.895, -2.231, -5.452)
O (-5.171, -2.539, -5.027)
C (-5.742, -3.629, -5.703)
N (-3.757, 0.123, -4.520)
H (-3.402, 0.671, -3.749)
H (-3.371, 0.514, -5.367)
H (-4.736, 0.366, -4.472)
H (-4.430, -1.834, -2.714)
H (-3.011, -0.839, -2.260)
H (-2.944, -2.603, -2.576)
H (-2.195, -1.258, -4.619)
H (-3.328, -3.162, -5.471)
H (-3.809, -1.923, -6.494)
H (-5.067, -4.484, -5.717)
H (-5.835, -3.290, -6.735)
H (-6.754, -3.953, -5.462)
C (-3.197, 2.940, -1.875)
O (-3.029, 3.787, -2.757)
O (-4.001, 3.286, -1.029)
O (-2.653, 1.859, -1.888)
N (-1.666, 0.883, 5.676)
S (-1.899, -0.048, 4.491)
O (-1.296, -1.377, 4.470)
O (-2.008, 0.640, 3.185)
F (-3.452, -0.358, 4.714)
S (0.062, 0.908, 5.455)
O (0.568, 1.305, 4.146)
O (0.843, -0.120, 6.132)
F (0.346, 2.223, 6.334)
C (4.213, 3.424, 3.930)
C (4.565, 4.541, 4.647)
C (4.359, 5.803, 4.084)
C (3.566, 5.946, 2.882)
C (3.134, 4.787, 2.263)
C (3.510, 3.535, 2.752)
H (4.567, 2.447, 4.224)
H (5.080, 4.509, 5.596)
H (4.752, 6.648, 4.629)
H (3.180, 6.878, 2.496)
H (2.506, 4.943, 1.398)
H (3.253, 2.587, 2.305)
C (0.244, -2.329, -3.608)
C (-0.196, -2.868, -4.834)
C (-0.729, -4.127, -4.925)
C (-0.882, -4.861, -3.795)
C (-0.469, -4.373, -2.531)
C (0.113, -3.129, -2.442)
H (0.604, -1.328, -3.420)
H (-0.115, -2.249, -5.716)
H (-0.977, -4.637, -5.845)
H (-1.206, -5.889, -3.869)
H (-0.540, -4.847, -1.563)
H (0.432, -2.718, -1.496)
C (4.151, -6.860, -0.820)
C (4.150, -6.846, -2.207)
C (3.698, -5.689, -2.873)
C (3.219, -4.608, -2.197)
C (3.234, -4.624, -0.829)
C (3.658, -5.745, -0.150)
H (4.497, -7.755, -0.324)
H (4.556, -7.719, -2.695)
H (3.867, -5.613, -3.937)
H (2.894, -3.757, -2.777)
H (2.875, -3.708, -0.384)
H (3.680, -5.687, 0.928)
C (-2.207, -4.965, 4.843)
C (-1.386, -4.666, 3.753)
C (-1.545, -5.412, 2.569)
C (-2.328, -6.540, 2.555)
C (-3.000, -6.849, 3.698)
C (-3.007, -6.072, 4.803)
H (-2.041, -4.400, 5.748)
H (-0.796, -3.764, 3.826)
H (-0.974, -5.217, 1.674)
H (-2.464, -7.152, 1.676)
H (-3.667, -7.695, 3.628)
H (-3.680, -6.302, 5.617)
C (3.527, -0.793, 4.661)
C (3.954, -1.285, 3.389)
C (4.717, -2.397, 3.205)
C (4.979, -3.250, 4.325)
C (4.638, -2.761, 5.603)
C (3.950, -1.584, 5.766)
H (2.957, 0.124, 4.629)
H (3.830, -0.689, 2.497)
H (5.057, -2.632, 2.207)
H (5.424, -4.221, 4.164)
H (4.776, -3.458, 6.416)
H (3.725, -1.315, 6.787)
C (5.670, 1.213, 0.259)
C (5.773, -0.131, 0.510)
C (4.994, -1.075, -0.201)
C (4.109, -0.569, -1.194)
C (4.095, 0.792, -1.540)
C (4.887, 1.651, -0.789)
H (6.201, 1.913, 0.887)
H (6.454, -0.532, 1.246)
H (5.144, -2.107, 0.082)
H (3.637, -1.367, -1.747)
H (3.443, 1.136, -2.330)
H (4.908, 2.706, -1.019)
C (-5.638, 0.736, 0.018)
C (-5.119, 1.018, 1.450)
O (-4.192, 2.072, 1.578)
O (-4.711, 0.156, -0.844)
H (-6.163, 1.648, -0.266)
H (-6.410, -0.031, 0.081)
H (-4.692, 0.108, 1.870)
H (-6.020, 1.276, 2.006)
H (-4.106, 2.498, 0.722)
H (-4.178, 0.908, -1.112)
C (-4.486, -3.326, 1.527)
C (-3.128, -3.084, 0.756)
O (-2.996, -1.764, 0.145)
O (-5.550, -3.073, 0.636)
H (-4.681, -2.714, 2.408)
H (-4.404, -4.367, 1.839)
H (-2.963, -3.856, 0.005)
H (-2.272, -3.083, 1.431)
H (-3.867, -1.399, -0.026)
H (-6.358, -3.277, 1.113)
C (-0.604, 2.144, -4.653)
C (0.088, 3.517, -4.498)
O (-0.367, 4.112, -3.271)
O (-0.531, 1.201, -3.558)
H (-0.113, 1.676, -5.506)
H (-1.655, 2.297, -4.895)
H (0.002, 4.114, -5.407)
H (1.123, 3.230, -4.312)
H (-1.278, 3.820, -3.196)
H (-1.163, 1.540, -2.920)
C (2.961, 5.131, -2.853)
C (4.389, 5.514, -2.173)
O (4.281, 6.760, -1.673)
O (1.998, 4.889, -1.803)
H (2.986, 4.285, -3.540)
H (2.585, 5.944, -3.473)
H (5.291, 5.506, -2.784)
H (4.530, 4.778, -1.382)
H (3.407, 6.845, -1.284)
H (1.197, 4.558, -2.215)

***

The following is a DFT calculation (wB97M-V/def2-TZVPD) of 17 unconnected molecules or ions with the total composition C58H136Cl10N8O24P4 in a non-equilibrium geometry.

The value obtained for the gap between HOMO and LUMO is 0.33082 hartree. Its total charge is 0. For the lowest unoccupied orbital energy, the calculation gives 0.2 eV.

Element x y z (Å)
C (7.057, -0.916, -6.009)
O (7.360, -0.802, -7.189)
N (5.906, -1.512, -5.644)
C (5.423, -1.492, -4.275)
C (4.886, -1.897, -6.643)
H (7.705, -0.669, -5.160)
H (6.198, -1.068, -3.639)
H (5.115, -2.507, -4.011)
H (4.521, -0.900, -4.095)
H (4.463, -2.804, -6.207)
H (4.174, -1.070, -6.572)
H (5.293, -2.019, -7.637)
C (5.666, 4.247, 1.653)
O (4.613, 3.675, 1.436)
N (6.392, 4.138, 2.784)
C (7.763, 4.639, 2.826)
C (5.912, 3.321, 3.872)
H (6.144, 4.865, 0.878)
H (7.723, 5.654, 2.425)
H (8.465, 4.059, 2.228)
H (8.061, 4.736, 3.867)
H (4.945, 2.873, 3.663)
H (6.559, 2.464, 4.093)
H (5.907, 3.855, 4.825)
C (-7.459, 0.254, -0.417)
O (-8.125, -0.747, -0.240)
N (-6.260, 0.318, -1.048)
C (-5.671, 1.615, -1.297)
C (-5.698, -0.813, -1.754)
H (-7.762, 1.242, -0.041)
H (-5.750, 1.985, -2.320)
H (-4.590, 1.540, -1.118)
H (-6.005, 2.354, -0.574)
H (-5.977, -0.790, -2.816)
H (-4.618, -0.766, -1.668)
H (-6.167, -1.752, -1.467)
C (1.634, -5.761, -3.071)
O (2.122, -4.904, -3.791)
N (1.763, -7.082, -3.279)
C (1.171, -8.025, -2.339)
C (2.482, -7.664, -4.391)
H (1.154, -5.556, -2.099)
H (0.704, -7.515, -1.502)
H (1.994, -8.638, -1.970)
H (0.360, -8.582, -2.811)
H (2.439, -7.003, -5.253)
H (3.510, -7.922, -4.128)
H (2.043, -8.598, -4.746)
C (7.417, 1.127, -1.660)
O (7.443, 1.286, -2.872)
N (6.269, 0.965, -0.977)
C (6.190, 0.726, 0.450)
C (5.005, 0.736, -1.633)
H (8.319, 1.142, -1.028)
H (7.131, 1.093, 0.869)
H (6.137, -0.343, 0.669)
H (5.339, 1.279, 0.837)
H (4.309, 1.485, -1.235)
H (4.979, 0.931, -2.699)
H (4.540, -0.216, -1.365)
C (-1.782, 2.047, -4.764)
O (-2.765, 2.738, -4.978)
N (-0.556, 2.373, -5.243)
C (-0.294, 3.606, -5.932)
C (0.586, 1.528, -4.970)
H (-1.876, 1.128, -4.179)
H (-1.019, 4.363, -5.632)
H (-0.387, 3.494, -7.017)
H (0.716, 3.970, -5.741)
H (0.372, 0.731, -4.264)
H (1.051, 1.100, -5.866)
H (1.378, 2.154, -4.548)
C (1.235, 4.897, 1.798)
O (0.222, 4.224, 1.664)
N (1.243, 6.163, 2.254)
C (2.509, 6.838, 2.456)
C (0.025, 6.909, 2.515)
H (2.245, 4.536, 1.553)
H (3.280, 6.076, 2.589)
H (2.527, 7.407, 3.387)
H (2.820, 7.468, 1.621)
H (-0.890, 6.379, 2.243)
H (-0.150, 6.994, 3.590)
H (0.016, 7.814, 1.912)
C (-4.895, 5.028, -1.366)
O (-5.649, 4.555, -2.191)
N (-3.544, 4.907, -1.435)
C (-2.655, 5.547, -0.498)
C (-2.967, 4.215, -2.564)
H (-5.208, 5.496, -0.418)
H (-3.162, 6.113, 0.283)
H (-2.136, 6.322, -1.081)
H (-1.831, 4.954, -0.096)
H (-3.700, 3.905, -3.301)
H (-2.187, 4.816, -3.037)
H (-2.484, 3.288, -2.237)
Cl (0.540, 5.899, -1.686)
C (1.456, 4.454, -2.118)
C (2.964, 4.757, -2.271)
Cl (3.713, 5.618, -0.938)
H (1.071, 4.037, -3.044)
H (1.324, 3.729, -1.316)
H (3.002, 5.318, -3.208)
H (3.533, 3.853, -2.483)
Cl (-0.310, -4.140, -6.474)
C (1.169, -3.607, -7.319)
C (2.210, -4.707, -7.267)
Cl (1.768, -6.239, -8.137)
H (1.514, -2.716, -6.794)
H (0.951, -3.297, -8.338)
H (2.436, -4.971, -6.236)
H (3.127, -4.377, -7.753)
Cl (5.657, -4.058, -0.724)
C (4.337, -4.579, 0.366)
C (4.623, -4.104, 1.778)
Cl (4.409, -2.330, 1.814)
H (4.314, -5.668, 0.417)
H (3.417, -4.157, -0.027)
H (5.619, -4.355, 2.133)
H (3.901, -4.485, 2.499)
Cl (-1.601, -1.495, -4.977)
C (-2.026, -2.243, -3.424)
C (-1.991, -3.747, -3.562)
Cl (-2.719, -4.550, -2.123)
H (-3.008, -1.921, -3.075)
H (-1.373, -1.906, -2.619)
H (-0.981, -4.129, -3.715)
H (-2.526, -4.113, -4.437)
Cl (0.146, 5.265, 5.869)
C (0.544, 4.726, 4.242)
C (0.151, 3.279, 4.100)
Cl (1.161, 2.167, 5.051)
H (1.599, 4.812, 3.974)
H (0.037, 5.384, 3.539)
H (0.304, 2.899, 3.089)
H (-0.883, 3.090, 4.381)
C (2.528, 1.540, 1.359)
C (2.079, 0.160, 0.925)
O (0.860, 0.249, 0.184)
P (0.839, 0.417, -1.409)
O (1.882, 1.280, -2.018)
O (-0.591, 1.055, -1.666)
C (-1.652, 0.616, -0.820)
C (-1.888, 1.669, 0.262)
O (0.701, -1.083, -1.954)
C (1.822, -1.936, -2.334)
C (1.914, -1.933, -3.861)
H (1.826, 1.905, 2.109)
H (3.513, 1.493, 1.822)
H (2.649, 2.214, 0.512)
H (2.892, -0.297, 0.353)
H (1.876, -0.494, 1.772)
H (-2.540, 0.440, -1.431)
H (-1.527, -0.351, -0.334)
H (-2.737, 1.407, 0.896)
H (-1.019, 1.828, 0.902)
H (-2.126, 2.673, -0.097)
H (2.725, -1.588, -1.832)
H (1.481, -2.898, -1.952)
H (2.122, -0.888, -4.108)
H (2.727, -2.525, -4.273)
H (0.971, -2.264, -4.287)
C (-0.845, -2.886, 0.601)
C (0.246, -3.664, 1.332)
O (0.644, -4.851, 0.634)
P (0.948, -6.149, 1.512)
O (1.682, -5.974, 2.767)
O (-0.539, -6.759, 1.742)
C (-1.458, -6.906, 0.641)
C (-2.840, -6.466, 1.121)
O (1.667, -7.246, 0.574)
C (2.353, -8.346, 1.205)
C (1.415, -9.546, 1.252)
H (-0.499, -2.234, -0.197)
H (-1.588, -3.578, 0.207)
H (-1.378, -2.337, 1.375)
H (1.121, -3.036, 1.527)
H (-0.113, -3.871, 2.344)
H (-1.109, -6.338, -0.223)
H (-1.527, -7.950, 0.324)
H (-2.917, -5.422, 1.424)
H (-3.390, -6.591, 0.181)
H (-3.272, -7.079, 1.907)
H (3.245, -8.590, 0.631)
H (2.688, -8.085, 2.208)
H (0.486, -9.404, 1.807)
H (1.093, -9.827, 0.248)
H (1.894, -10.402, 1.730)
C (-7.078, 0.125, 4.017)
C (-5.655, -0.435, 3.977)
O (-5.149, -0.268, 2.650)
P (-4.155, -1.304, 1.960)
O (-3.690, -0.913, 0.634)
O (-2.914, -1.506, 2.963)
C (-2.058, -0.395, 3.223)
C (-1.785, -0.248, 4.707)
O (-4.874, -2.710, 2.100)
C (-6.051, -2.944, 1.316)
C (-6.772, -4.175, 1.880)
H (-7.338, 0.166, 5.077)
H (-7.190, 1.107, 3.563)
H (-7.757, -0.584, 3.542)
H (-5.031, 0.158, 4.651)
H (-5.653, -1.480, 4.289)
H (-1.084, -0.601, 2.772)
H (-2.453, 0.529, 2.799)
H (-2.670, 0.017, 5.283)
H (-1.303, -1.127, 5.141)
H (-0.997, 0.494, 4.842)
H (-6.740, -2.101, 1.242)
H (-5.718, -3.174, 0.302)
H (-7.083, -3.919, 2.895)
H (-7.665, -4.499, 1.352)
H (-6.038, -4.981, 1.879)
C (-2.359, 1.641, 8.155)
C (-2.641, 3.016, 7.521)
O (-2.477, 2.905, 6.090)
P (-3.717, 2.845, 5.097)
O (-4.835, 1.999, 5.515)
O (-4.124, 4.385, 4.906)
C (-3.158, 5.426, 4.747)
C (-3.879, 6.669, 4.265)
O (-3.044, 2.499, 3.662)
C (-3.811, 2.530, 2.429)
C (-3.157, 3.535, 1.492)
H (-2.770, 1.604, 9.162)
H (-2.881, 0.892, 7.563)
H (-1.281, 1.514, 8.108)
H (-3.663, 3.387, 7.630)
H (-2.001, 3.800, 7.924)
H (-2.783, 5.596, 5.759)
H (-2.372, 5.109, 4.060)
H (-4.149, 6.555, 3.212)
H (-4.823, 6.763, 4.803)
H (-3.332, 7.606, 4.355)
H (-3.670, 1.505, 2.088)
H (-4.858, 2.782, 2.598)
H (-3.795, 3.721, 0.629)
H (-2.945, 4.454, 2.040)
H (-2.200, 3.127, 1.161)

***

> What is the formula in the second record?

C58H136Cl10N8O24P4